A 2-piece molecular cluster, C2H2N2O2S overall, computed with ωB97M-V with the def2-TZVPD basis set.

Geometry (Å):
C (-2.67519, -1.25170, 0.29818)
C (-0.51775, 0.06659, -0.12797)
N (-2.80310, -2.29629, 0.74250)
N (-0.19482, -0.70667, 0.74771)
O (-2.60065, 0.35540, -1.79174)
O (-3.22540, 1.95077, 1.21401)
S (-2.37318, 0.43797, -0.33672)
H (-0.20847, 0.46486, -1.00596)
H (0.81634, -0.94729, 0.79247)

As for the multiplicity: 3. The value obtained for the gap between HOMO and LUMO (alpha / beta) is 9.7 / 8.4 eV. The calculation puts the energy relative to the best compared isomer or geometry (same formula, charge and spin) at 292.7 kJ/mol. Its expectation value of S² is 2.009.

Here are the Mulliken charges for atoms 1 to 6, given in e: 0.308 -0.015 -0.341 -0.463 -0.549 -0.183

=====

A 6-piece molecular cluster, CH15NO5 overall, computed with ωB97M-V with the def2-TZVPD basis set.

Geometry (Å):
C (0.83949, 1.41867, -2.01855)
N (-0.43722, 0.91266, -1.46682)
H (0.78823, 2.38998, -2.49205)
H (1.57003, 1.35451, -1.21854)
H (1.08309, 0.74142, -2.84248)
H (-1.06994, 0.71101, -2.23108)
H (-0.91135, 1.62413, -0.91483)
O (1.02747, 0.98230, 1.92442)
H (1.63232, 0.28769, 1.63304)
H (1.28858, 1.74479, 1.38385)
O (-3.27366, 1.64911, 1.54915)
H (-3.20807, 2.51159, 1.96819)
H (-2.58783, 1.10213, 1.94780)
O (1.14249, -1.18183, -0.10495)
H (0.49457, -0.66403, -0.60376)
H (1.83069, -1.52696, -0.67591)
O (1.31628, -4.15391, -1.67986)
H (0.37136, -4.06551, -1.79377)
H (1.75457, -4.45266, -2.48352)
O (-1.52582, -0.21401, 3.40270)
H (-1.29082, -0.94491, 3.98765)
H (-0.83445, -0.22617, 2.72931)

The value obtained for the gap between HOMO and LUMO is 10.6 eV. Its SMILES is CN.O.O.O.O.O. The calculation puts the energy relative to the best compared isomer or geometry (same formula, charge and spin) at 92.3 kJ/mol.

Here are the Mulliken charges for atoms 1 to 6, given in e: -0.791 -0.549 0.345 0.238 0.314 0.206

=====

A 2-piece molecular cluster, C4H10ClN2 overall, computed with ωB97M-V with the def2-TZVPD basis set.

Geometry (Å):
C (-0.32740, -1.51024, 0.05958)
C (0.69577, 1.60775, 0.47333)
C (-0.66294, 1.57774, -0.17410)
C (-1.42754, 0.32830, 0.26353)
N (0.70394, -1.74454, 0.83913)
N (-0.75912, -2.28700, -0.94172)
Cl (-2.98066, -0.06212, -0.49334)
H (0.61133, 1.13477, 1.40304)
H (1.40600, 0.97619, -0.00376)
H (1.06289, 2.57355, 0.64274)
H (-1.45702, 2.21892, 0.14792)
H (-0.52690, 1.61499, -1.27014)
H (-1.59776, 0.40249, 1.27902)
H (0.76576, -1.29804, 1.76401)
H (1.06017, -2.64629, 0.63573)
H (-1.63161, -2.03674, -1.39055)
H (-0.13248, -2.98628, -1.49117)

The value obtained for the gap between HOMO and LUMO is 10.9 eV. As for the total charge: +1. The calculation puts the energy relative to the best compared isomer or geometry (same formula, charge and spin) at 190.8 kJ/mol.

Here are the Mulliken charges for atoms 1 to 6, given in e: 0.376 -1.184 -0.154 -0.454 -0.277 -0.348

=====

A 2-piece molecular cluster, C16H16ClF9N4O4S overall, computed with ωB97M-V with the def2-TZVPD basis set.

Geometry (Å):
C (2.53816, 0.50412, 1.55776)
C (2.03378, 0.83586, 0.17138)
C (1.52571, -0.12092, -0.69210)
C (1.36977, -1.57875, -0.32994)
C (0.40740, -1.81584, 0.85710)
C (-0.99327, -2.30184, 0.46189)
C (-2.12528, -1.32369, 0.88459)
C (-2.62413, -0.55856, -0.34651)
F (-1.56344, -0.24368, -1.12159)
F (-3.41394, -1.39956, -1.04849)
C (-3.42026, 0.69899, 0.07362)
F (-4.62573, 0.25916, 0.46210)
F (-2.88534, 1.30525, 1.12902)
S (-3.68560, 2.00973, -1.28794)
F (-3.58074, 0.90492, -2.40585)
F (-5.26128, 1.83298, -1.23763)
F (-3.83600, 3.15352, -0.18707)
F (-2.13247, 2.29462, -1.32405)
F (-3.88505, 3.08956, -2.41746)
C (1.12309, 0.28398, -1.99387)
C (1.18551, 1.59129, -2.38876)
Cl (0.63831, 2.01229, -3.98380)
C (1.65812, 2.60394, -1.51741)
N (1.66013, 3.90212, -1.94249)
C (2.10984, 4.72250, -1.05310)
O (2.13150, 6.06461, -1.38051)
N (1.16921, 6.81678, -0.54237)
O (0.14956, 6.89645, -1.06277)
C (2.59576, 4.35808, 0.22574)
N (2.59586, 3.12625, 0.63617)
C (2.09780, 2.20202, -0.24047)
H (1.76011, 0.60922, 2.31122)
H (2.83634, -0.54208, 1.57020)
H (3.39093, 1.12679, 1.79446)
H (1.11595, -2.17850, -1.19987)
H (2.36159, -1.91467, -0.01536)
H (0.36645, -0.90517, 1.44867)
H (0.85914, -2.55200, 1.49865)
H (-1.18581, -3.20763, 1.03719)
H (-1.07255, -2.59266, -0.58187)
H (-1.69878, -0.65462, 1.62162)
H (-2.95219, -1.91728, 1.26151)
H (0.73118, -0.47647, -2.65244)
H (2.97787, 5.13427, 0.87508)
C (1.18113, -6.65372, 1.91166)
N (0.95166, -5.18653, 1.80408)
O (1.09618, -4.66985, 0.71475)
O (0.63166, -4.60802, 2.82097)
H (1.45666, -7.02968, 0.93377)
H (1.97995, -6.80536, 2.63109)
H (0.25558, -7.10223, 2.25941)

The value obtained for the gap between HOMO and LUMO is 7.9 eV. Its SMILES is Cc1c(CCCCC(F)(F)C(F)(F)S(F)(F)(F)(F)F)cc(Cl)c2nc(ON=O)cnc12.C[N+](=O)[O-].

Here are the Mulliken charges for atoms 1 to 6, given in e: -1.891 0.627 1.382 -1.821 -0.194 -0.751

=====

A 3-piece molecular cluster, C5H16NO2 overall, computed with ωB97M-V with the def2-TZVPD basis set.

Geometry (Å):
C (0.04164, -3.54116, -0.08175)
C (-0.58624, -2.67027, -1.19229)
C (0.15212, -1.38703, -1.54730)
C (0.37499, -0.52152, -0.35175)
C (-0.24224, 0.62448, -0.19519)
N (-0.08464, 1.39930, 1.05581)
H (1.10572, -3.27256, -0.00761)
H (-0.35820, -3.37311, 0.91623)
H (0.13690, -4.54941, -0.48422)
H (-0.73050, -3.26378, -2.09997)
H (-1.62660, -2.44324, -0.93172)
H (1.12543, -1.65865, -1.96146)
H (-0.34092, -0.80675, -2.33203)
H (1.07005, -0.87709, 0.41109)
H (-1.01297, 0.99403, -0.85237)
H (-0.06846, 0.77844, 1.86567)
H (0.87535, 1.78084, 0.99825)
H (-0.74784, 2.17554, 1.13052)
H (3.02914, 2.70761, 1.64104)
H (2.75356, 3.26986, 0.25076)
O (2.35548, 2.74064, 0.95160)
H (-1.91706, 4.56036, 0.88730)
H (-3.12393, 3.68497, 0.85420)
O (-2.18077, 3.64849, 1.07518)

The value obtained for the gap between HOMO and LUMO is 11.0 eV. As for the total charge: +1. The calculation puts the energy relative to the best compared isomer or geometry (same formula, charge and spin) at 72.7 kJ/mol.

Here are the Mulliken charges for atoms 1 to 6, given in e: -1.036 -0.450 -0.933 0.170 -0.544 -0.061

=====

C26H12BiCl2F5NO7S as an isolated structure, computed with ωB97M-V with the def2-TZVPD basis set.

Geometry (Å):
Bi (-0.32450, 0.03360, 0.08390)
O (3.83130, -0.45410, -1.88040)
C (2.52800, -0.34540, -1.63530)
O (1.94100, 0.71370, -1.55790)
C (1.82740, -1.66170, -1.70650)
C (2.45940, -2.86600, -1.98650)
C (1.70260, -4.02740, -1.97790)
C (0.34270, -3.96490, -1.71450)
C (-0.21030, -2.71630, -1.46080)
N (0.52850, -1.62180, -1.46250)
C (-1.69450, -2.44310, -1.22070)
O (-2.51120, -3.28870, -1.51870)
O (-1.93920, -1.27080, -0.77100)
H (4.27800, 0.38680, -1.68620)
H (3.51510, -2.88860, -2.19270)
H (2.17730, -4.97700, -2.18060)
H (-0.27880, -4.84510, -1.69470)
Cl (-0.13140, 2.54840, 1.66830)
C (-1.06630, 3.67450, 0.73070)
C (-1.08580, 4.98690, 1.18420)
C (-1.75020, 5.96470, 0.46790)
C (-2.39830, 5.62470, -0.70850)
C (-2.40500, 4.30900, -1.12810)
Cl (-3.24620, 3.91810, -2.57050)
C (-1.75130, 3.27900, -0.42430)
S (-1.93870, 1.64540, -1.05010)
H (-0.57170, 5.22900, 2.10250)
H (-1.75450, 6.98650, 0.81670)
H (-2.90020, 6.36840, -1.30700)
F (5.81320, -0.35530, 4.80710)
C (4.96370, -0.44720, 3.76060)
C (5.27680, 0.12760, 2.53690)
F (6.44730, 0.77840, 2.37060)
C (4.39290, 0.04340, 1.48140)
F (4.73330, 0.69560, 0.33700)
C (3.17020, -0.68010, 1.52720)
O (2.38180, -0.83040, 0.54580)
C (2.90190, -1.24300, 2.80970)
F (1.75520, -1.93710, 2.97640)
C (3.74910, -1.11590, 3.88860)
F (3.40850, -1.65600, 5.07490)
O (-2.14810, 0.64970, 2.60610)
C (-1.86630, -0.53550, 2.67790)
O (-1.16150, -1.17160, 1.80790)
C (-2.29880, -1.39440, 3.82860)
C (-3.19550, -0.92380, 4.78040)
C (-3.56470, -1.73430, 5.84140)
C (-3.04150, -3.01450, 5.95720)
C (-2.13670, -3.47820, 5.01410)
C (-1.76780, -2.67270, 3.95400)
H (-3.59080, 0.07700, 4.67620)
H (-4.25730, -1.36000, 6.58570)
H (-3.33590, -3.64940, 6.78510)
H (-1.70820, -4.46680, 5.10690)
H (-1.06030, -3.01600, 3.21650)

The value obtained for the gap between HOMO and LUMO is 7.3 eV. As for the total charge: -1. The calculation puts the energy relative to the best compared isomer or geometry (same formula, charge and spin) at 115.8 kJ/mol.

Here are the Mulliken charges for atoms 1 to 6, given in e: 1.561 -0.522 0.556 -0.772 0.710 -0.703

=====

Number 1: F_max 3.7 eV Å⁻¹. Number 2: F_max 1.2 eV Å⁻¹. Number 3: F_max 3.9 eV Å⁻¹. Number 4: F_max 1.6 eV Å⁻¹. Number 5: F_max 2.0 eV Å⁻¹. Number 6: F_max 1.1 eV Å⁻¹.